No. 1
# C6H8NPS2

One molecule with the formula C6H8NPS2 (ωB97M-V/def2-TZVPD, the OMol25 dataset).

Computed properties:
Frontier orbital gap (spin up / spin down) (eV): 7.0 / 5.2
E_HOMO (spin up / spin down) (eV): -8.6 / -7.9
Electronic energy (eV): -38796.70781
Lowest unoccupied orbital energy (spin up / spin down) (eV): -1.61 / -2.66

The geometry in ORCA input format:
```
! wB97M-V def2-TZVPD RIJCOSX def2/J DEFGRID3
* xyz 0 1
C -2.730 2.799 0.231
C -2.531 1.599 0.377
C -1.480 -0.657 0.641
C -2.549 0.197 0.505
C 0.408 -1.951 0.616
C 0.920 1.672 -0.734
N -0.111 -0.604 0.500
P 1.096 0.737 0.878
S 2.924 -0.023 0.782
S -4.114 -0.543 0.383
H -2.751 3.823 0.206
H -1.732 -1.629 0.789
H 1.412 -2.112 0.930
H -0.200 -2.602 1.269
H 0.353 -2.450 -0.365
H 0.737 0.895 -1.508
H 0.101 2.457 -0.550
H 1.798 2.309 -0.841
*
```


No. 2
# C6H8NS

A 3-piece molecular cluster, C6H8NS overall (ωB97M-V/def2-TZVPD, the OMol25 dataset).

Computed properties:
Frontier orbital gap (spin up / spin down) (eV): 8.1 / 6.3
E_HOMO (spin up / spin down) (eV): -11.2 / -14.3
Electronic energy (eV): -18663.70757
Lowest unoccupied orbital energy (spin up / spin down) (eV): -3.10 / -7.99

The geometry in ORCA input format:
```
! wB97M-V def2-TZVPD RIJCOSX def2/J DEFGRID3
* xyz 1 3
C 2.502 -0.101 -1.174
C 1.176 -0.313 -1.295
C 2.853 0.410 0.108
C 0.466 -0.085 -0.062
C -2.078 -0.940 -0.287
C -0.838 -0.316 0.190
N -1.784 -0.515 1.079
S 1.560 0.554 1.134
H 3.198 -0.253 -2.032
H 0.833 -0.927 -2.140
H 3.816 0.726 0.586
H -2.825 -0.351 -0.734
H -1.905 -1.991 -0.624
H -2.157 1.819 1.555
H -2.398 -0.277 1.807
H -2.420 2.560 1.889
*
```


No. 3
# C6H8O2

C6H8O2 as an isolated structure (ωB97M-V/def2-TZVPD, the OMol25 dataset).

Computed properties:
Frontier orbital gap (eV): 8.6
E_HOMO (eV): -8.7
Electronic energy (eV): -10437.74426
Lowest unoccupied orbital energy (eV): -0.09

The geometry in ORCA input format:
```
! wB97M-V def2-TZVPD RIJCOSX def2/J DEFGRID3
* xyz 0 1
C 2.264 0.659 -0.152
C 0.888 -0.967 0.134
C -0.382 -1.189 0.644
C -1.761 -1.085 -0.167
C -2.268 0.138 -0.573
C -1.521 1.304 -0.017
H 1.394 1.760 0.079
H 3.068 0.244 1.198
H 3.379 0.964 -0.914
H 1.848 -1.384 0.510
H -0.264 -1.871 1.440
H -2.233 -1.946 -0.653
H -3.219 -0.045 -1.027
H -2.173 2.324 -0.055
O 1.414 -0.303 -0.956
O -0.434 1.397 0.511
*
```


No. 4
# C6H8O2

C6H8O2 as an isolated structure (ωB97M-V/def2-TZVPD, the OMol25 dataset).

Computed properties:
Frontier orbital gap (eV): 10.2
E_HOMO (eV): -9.6
Electronic energy (eV): -10438.71239
Lowest unoccupied orbital energy (eV): 0.55

The geometry in ORCA input format:
```
! wB97M-V def2-TZVPD RIJCOSX def2/J DEFGRID3
* xyz 0 1
C 1.172 -0.252 0.482
C 0.814 1.018 0.010
C -0.397 1.315 -0.165
C -1.688 0.446 -0.078
C -1.132 -0.902 0.363
C 0.195 -1.015 -0.239
H 2.520 -1.530 -0.573
H 1.010 -0.349 1.501
H 1.655 1.776 -0.545
H -0.670 2.429 -0.276
H -2.445 0.559 -0.959
H -2.410 0.600 0.782
H -0.926 -1.126 1.363
H 0.334 -0.491 -1.308
O 2.536 -0.362 -0.069
O -0.569 -2.116 -0.289
*
```


No. 5
# C6H8O2

One molecule with the formula C6H8O2 (ωB97M-V/def2-TZVPD, the OMol25 dataset).

Computed properties:
SMILES: C=C(O)C/C=C\C=O
Frontier orbital gap (eV): 9.2
E_HOMO (eV): -8.9
Electronic energy (eV): -10443.96441
Lowest unoccupied orbital energy (eV): 0.30

The geometry in ORCA input format:
```
! wB97M-V def2-TZVPD RIJCOSX def2/J DEFGRID3
* xyz 0 1
C -1.520 1.646 -0.088
C -1.213 0.353 0.078
O -1.940 -0.583 -0.613
C -0.234 -0.282 1.074
C 0.599 -1.291 0.343
C 1.647 -1.009 -0.468
C 2.471 0.208 -0.341
O 2.016 1.273 -0.019
H -2.330 1.950 -0.768
H -1.015 2.521 0.351
H -2.200 -0.386 -1.530
H -0.723 -0.936 1.887
H 0.272 0.445 1.511
H 0.070 -2.312 0.511
H 2.176 -1.686 -1.061
H 3.528 0.174 -0.632
*
```


No. 6
# C6H8O2

One molecule with the formula C6H8O2 (ωB97M-V/def2-TZVPD, the OMol25 dataset).

Computed properties:
SMILES: CC#COC(=O)CC
Frontier orbital gap (eV): 10.4
E_HOMO (eV): -9.7
Electronic energy (eV): -10443.37517
Lowest unoccupied orbital energy (eV): 0.67

The geometry in ORCA input format:
```
! wB97M-V def2-TZVPD RIJCOSX def2/J DEFGRID3
* xyz 0 1
C -0.930 -2.071 -1.645
C -1.048 -0.803 -1.039
C -1.340 0.010 -0.232
O -1.455 1.139 0.443
C -0.373 1.928 0.576
O -0.523 3.013 1.070
C 0.906 1.239 0.316
C 1.178 0.275 1.410
H 0.187 -2.152 -1.924
H -1.506 -1.983 -2.637
H -1.413 -2.914 -1.214
H 0.804 0.557 -0.528
H 1.747 1.859 0.234
H 1.871 -0.436 1.101
H 0.219 -0.276 1.725
H 1.676 0.614 2.344
*
```


No. 7
# C6H8O2

A 3-piece molecular cluster, C6H8O2 overall (ωB97M-V/def2-TZVPD, the OMol25 dataset).

Computed properties:
SMILES: C=CC=O.C#C.C=O
Frontier orbital gap (eV): 8.2
E_HOMO (eV): -9.0
Electronic energy (eV): -10440.57867
Lowest unoccupied orbital energy (eV): -0.73

The geometry in ORCA input format:
```
! wB97M-V def2-TZVPD RIJCOSX def2/J DEFGRID3
* xyz 0 1
C -0.359 -0.734 -1.430
C -0.927 -1.410 -0.371
C -0.129 -2.280 0.485
O 1.054 -2.511 0.331
H -1.006 -0.378 -2.222
H 0.599 -1.096 -1.788
H -1.997 -1.399 -0.208
H -0.698 -2.782 1.292
C 0.055 1.076 1.325
C 0.871 1.565 2.074
H -0.651 0.316 0.995
H 1.612 2.003 2.689
C 0.404 1.944 -0.660
O -0.524 2.632 -0.966
H 1.424 2.347 -0.541
H 0.272 0.707 -1.005
*
```


No. 8
# C6H8O2

One molecule with the formula C6H8O2 (ωB97M-V/def2-TZVPD, the OMol25 dataset).

Computed properties:
SMILES: C1=CO[C@@H]2C[C@H]2OC1
Frontier orbital gap (eV): 9.3
E_HOMO (eV): -8.4
Electronic energy (eV): -10441.60437
Lowest unoccupied orbital energy (eV): 0.95

The geometry in ORCA input format:
```
! wB97M-V def2-TZVPD RIJCOSX def2/J DEFGRID3
* xyz 0 1
C -0.765 -1.133 1.050
C -1.773 -0.403 0.641
O -1.577 0.597 -0.302
C -0.347 1.027 -0.412
C 0.638 1.597 -1.520
C 0.702 0.135 -1.002
O 1.486 -0.304 -0.088
C 0.770 -1.063 1.002
H -0.873 -1.919 1.808
H -2.860 -0.765 0.806
H 0.174 1.323 0.580
H 1.213 2.623 -1.208
H 0.380 1.459 -2.566
H 0.351 -0.545 -1.700
H 1.299 -2.069 1.013
H 1.182 -0.560 1.895
*
```


No. 9
# C6H8O2

C6H8O2 as an isolated structure (ωB97M-V/def2-TZVPD, the OMol25 dataset).

Computed properties:
Frontier orbital gap (eV): 10.0
E_HOMO (eV): -9.0
Electronic energy (eV): -10442.71505
Lowest unoccupied orbital energy (eV): 1.01

The geometry in ORCA input format:
```
! wB97M-V def2-TZVPD RIJCOSX def2/J DEFGRID3
* xyz 0 1
C 0.318 1.382 0.964
C 0.208 0.490 -0.261
C 1.674 0.115 -0.649
C 0.134 -0.974 0.007
C -1.277 -1.052 0.562
C -1.861 -0.076 -0.152
H 0.529 2.396 0.624
H -0.603 1.352 1.574
H 1.151 1.031 1.579
H 2.429 0.860 -0.408
H 1.807 -0.315 -1.634
H 0.136 -1.529 -0.940
H -1.830 -1.808 1.116
H -2.923 0.210 -0.231
O 1.565 -0.945 0.340
O -1.049 0.756 -0.904
*
```


No. 10
# C6H8O2

C6H8O2 as an isolated structure (ωB97M-V/def2-TZVPD, the OMol25 dataset).

Computed properties:
Frontier orbital gap (eV): 9.3
E_HOMO (eV): -8.6
Electronic energy (eV): -10442.83504
Lowest unoccupied orbital energy (eV): 0.65

The geometry in ORCA input format:
```
! wB97M-V def2-TZVPD RIJCOSX def2/J DEFGRID3
* xyz 0 1
C -1.261 0.463 -0.608
C 0.695 -0.545 1.341
C 1.543 0.890 -0.591
C -2.058 -0.769 -0.227
C -0.127 -0.860 -1.083
C 0.572 -0.153 -0.110
O -1.157 -1.735 -0.492
O -3.172 -0.896 0.190
H -1.219 1.236 0.158
H -1.503 0.898 -1.571
H 1.643 -1.076 1.457
H -0.105 -1.209 1.661
H 0.736 0.332 1.989
H 2.553 0.476 -0.540
H 1.525 1.777 0.047
H 1.337 1.170 -1.622
*
```


No. 11
# C6H8O2

One molecule with the formula C6H8O2 (ωB97M-V/def2-TZVPD, the OMol25 dataset).

Computed properties:
SMILES: CC1=C[C@H]2OC[C@@H]1O2
Frontier orbital gap (eV): 10.0
E_HOMO (eV): -9.1
Electronic energy (eV): -10441.21267
Lowest unoccupied orbital energy (eV): 0.84

The geometry in ORCA input format:
```
! wB97M-V def2-TZVPD RIJCOSX def2/J DEFGRID3
* xyz 0 1
C -1.205 -1.729 0.341
C 0.030 -0.885 0.011
C 1.162 -0.852 -0.522
C 1.632 0.611 -0.160
O 1.135 1.346 -1.179
C -0.272 1.501 -0.640
C -0.365 0.579 0.627
O 0.902 0.883 1.086
H -1.307 -2.706 -0.456
H -2.198 -0.997 0.247
H -1.276 -1.677 1.582
H 1.731 -1.736 -1.025
H 2.628 0.923 0.317
H -0.303 2.547 -0.076
H -1.080 1.579 -1.498
H -1.214 0.610 1.346
*
```


No. 12
# C6H8O3

One molecule with the formula C6H8O3 (ωB97M-V/def2-TZVPD, the OMol25 dataset).

Computed properties:
Frontier orbital gap (spin up / spin down) (eV): 6.9 / 9.1
E_HOMO (spin up / spin down) (eV): -6.2 / -10.6
Electronic energy (eV): -12489.28447
Lowest unoccupied orbital energy (spin up / spin down) (eV): 0.72 / -1.42

The geometry in ORCA input format:
```
! wB97M-V def2-TZVPD RIJCOSX def2/J DEFGRID3
* xyz 0 3
C 2.232 0.896 -0.034
C 2.299 -0.538 -0.172
C 0.902 -0.672 -0.152
C 0.135 -1.831 0.368
C -2.078 0.897 -0.559
C -0.737 1.113 0.127
O 2.259 1.856 0.614
O 3.280 -1.262 -0.153
O 0.321 0.499 -0.621
H -0.741 -1.536 0.946
H 0.794 -2.434 0.986
H -0.202 -2.448 -0.469
H -2.063 1.348 -1.547
H -2.292 -0.164 -0.669
H -2.870 1.355 0.027
H -0.747 0.741 1.157
H -0.494 2.180 0.149
*
```


No. 13
# C6H8OOsP

C6H8OOsP as an isolated structure (ωB97M-V/def2-TZVPD, the OMol25 dataset).

Computed properties:
Frontier orbital gap (spin up / spin down) (eV): 6.0 / 7.6
E_HOMO (spin up / spin down) (eV): -10.5 / -14.4
Electronic energy (eV): -20138.73168
Lowest unoccupied orbital energy (spin up / spin down) (eV): -4.54 / -6.79

The geometry in ORCA input format:
```
! wB97M-V def2-TZVPD RIJCOSX def2/J DEFGRID3
* xyz 1 5
C -0.218 -1.153 0.832
C -0.848 -1.688 -0.288
C -1.780 -0.895 -1.023
C -1.934 0.534 -0.932
C -1.418 1.338 0.119
Os -0.061 0.308 -0.525
P 2.386 -0.189 0.737
H 0.359 -1.752 1.596
H -0.710 -2.725 -0.702
H -2.372 -1.377 -1.841
H -1.835 2.334 0.337
H -2.590 0.951 -1.733
H 3.448 0.411 -0.012
H 2.871 -1.505 1.000
H 2.423 0.486 1.995
O 1.346 2.929 0.490
C 0.930 1.993 -0.050
*
```


No. 14
# C6H8OPW

C6H8OPW as an isolated structure (ωB97M-V/def2-TZVPD, the OMol25 dataset).

Computed properties:
Frontier orbital gap (spin up / spin down) (eV): 7.1 / 6.4
E_HOMO (spin up / spin down) (eV): -12.6 / -12.1
Electronic energy (eV): -19503.98325
Lowest unoccupied orbital energy (spin up / spin down) (eV): -5.47 / -5.69

The geometry in ORCA input format:
```
! wB97M-V def2-TZVPD RIJCOSX def2/J DEFGRID3
* xyz 1 3
C 0.225 0.282 -1.446
C 1.387 -0.479 -1.041
C 2.061 0.251 -0.009
C 1.361 1.495 0.196
C 0.212 1.511 -0.668
W -0.075 -0.201 0.660
P -1.941 -1.518 -0.022
H -0.400 0.074 -2.306
H 1.714 -1.430 -1.456
H 2.964 -0.068 0.508
H -0.486 2.333 -0.779
H 1.690 2.308 0.839
H -2.267 -2.610 0.856
H -1.899 -2.245 -1.277
H -3.228 -0.889 -0.197
O -0.773 0.754 3.624
C -0.546 0.432 2.519
*
```


No. 15
# C6H8OS

One molecule with the formula C6H8OS (ωB97M-V/def2-TZVPD, the OMol25 dataset).

Computed properties:
SMILES: O=C1[C@@H]2CSC[C@H]1C2
Frontier orbital gap (eV): 9.6
E_HOMO (eV): -8.9
Electronic energy (eV): -19232.62317
Lowest unoccupied orbital energy (eV): 0.67

The geometry in ORCA input format:
```
! wB97M-V def2-TZVPD RIJCOSX def2/J DEFGRID3
* xyz 0 1
O 1.282 -2.059 -0.024
C 0.351 -1.254 -0.031
C -0.344 -0.543 -1.080
C 0.606 0.681 -1.439
S 0.985 1.862 -0.006
C 0.612 0.737 1.385
C -0.302 -0.406 1.121
C -1.374 -0.124 0.017
H -0.760 -1.138 -1.866
H 1.515 0.292 -1.857
H 0.243 1.425 -2.192
H 0.334 1.387 2.357
H 1.504 0.252 1.849
H -0.704 -0.994 1.954
H -1.834 0.844 -0.163
H -2.114 -0.960 -0.025
*
```


No. 16
# C6H8OS

One molecule with the formula C6H8OS (ωB97M-V/def2-TZVPD, the OMol25 dataset).

Computed properties:
SMILES: O[C@@H]1C=CS[C@@H]2C[C@@H]12
Frontier orbital gap (eV): 9.1
E_HOMO (eV): -8.3
Electronic energy (eV): -19232.07582
Lowest unoccupied orbital energy (eV): 0.79

The geometry in ORCA input format:
```
! wB97M-V def2-TZVPD RIJCOSX def2/J DEFGRID3
* xyz 0 1
O 2.649 -0.296 -0.318
C 1.410 -0.099 0.338
C 0.657 -1.426 0.223
C -0.651 -1.590 -0.020
S -1.920 -0.346 -0.160
C -0.810 0.901 0.434
C -0.197 2.190 -0.031
C 0.487 0.879 -0.315
H 3.134 0.526 -0.288
H 1.566 0.163 1.394
H 1.257 -2.300 0.295
H -1.047 -2.588 -0.135
H -0.651 0.798 1.505
H -0.559 2.723 -0.882
H 0.150 2.865 0.786
H 0.308 0.593 -1.347
*
```


No. 17
# C6H8S

One molecule with the formula C6H8S (ωB97M-V/def2-TZVPD, the OMol25 dataset).

Computed properties:
SMILES: C=C1C[C@H]2C[C@@H]2S1
Frontier orbital gap (eV): 9.1
E_HOMO (eV): -8.2
Electronic energy (eV): -17183.35219
Lowest unoccupied orbital energy (eV): 0.97

The geometry in ORCA input format:
```
! wB97M-V def2-TZVPD RIJCOSX def2/J DEFGRID3
* xyz 0 1
C -2.561 0.346 0.000
C -1.215 0.250 0.012
C -0.151 1.486 0.098
C 1.093 0.808 -0.387
C 2.432 0.127 -0.026
C 1.115 -0.427 0.439
S -0.328 -1.331 -0.080
H -3.301 -0.442 0.090
H -2.979 1.361 -0.051
H -0.472 2.244 -0.643
H -0.144 1.932 1.104
H 0.944 0.483 -1.419
H 3.041 -0.265 -0.852
H 2.996 0.513 0.800
H 0.884 -0.073 1.439
*
```


No. 18
# C6H8S

One molecule with the formula C6H8S (ωB97M-V/def2-TZVPD, the OMol25 dataset).

Computed properties:
Frontier orbital gap (eV): 8.4
E_HOMO (eV): -8.9
Electronic energy (eV): -17182.26435
Lowest unoccupied orbital energy (eV): -0.45

The geometry in ORCA input format:
```
! wB97M-V def2-TZVPD RIJCOSX def2/J DEFGRID3
* xyz 0 1
C 0.861 0.962 0.164
C 1.659 1.847 0.651
C -0.188 1.036 -0.912
C -0.151 -0.152 -1.784
C 0.708 -0.469 0.828
C -0.609 -0.751 1.596
S 0.640 -1.489 -0.762
H -1.205 1.049 -0.350
H -0.022 1.978 -1.544
H -1.149 -0.434 -1.912
H 0.402 -0.196 -2.725
H 1.524 -0.886 1.348
H -0.519 -0.496 2.648
H -0.597 -1.885 1.607
H -1.354 -0.115 1.147
*
```


No. 19
# C6H8S2

C6H8S2 as an isolated structure (ωB97M-V/def2-TZVPD, the OMol25 dataset).

Computed properties:
Frontier orbital gap (eV): 8.0
E_HOMO (eV): -8.7
Electronic energy (eV): -28013.93264
Lowest unoccupied orbital energy (eV): -0.63

The geometry in ORCA input format:
```
! wB97M-V def2-TZVPD RIJCOSX def2/J DEFGRID3
* xyz 0 1
C 0.955 -0.307 1.304
C -0.489 -0.060 0.768
C -0.242 1.151 -0.118
C 0.718 0.985 -1.289
C 1.618 1.362 -2.223
C -1.355 -1.129 0.101
H 0.731 -0.884 2.465
H 1.764 0.855 1.277
H 1.252 -1.291 0.428
H -1.186 0.229 1.659
H 0.419 1.722 0.740
H -0.992 2.125 -0.326
H 2.190 1.341 -3.050
H -1.855 -3.160 -0.945
S -0.640 -2.505 -0.552
S -2.888 -0.434 -0.241
*
```


No. 20
# C6H8Si

A 2-piece molecular cluster, C6H8Si overall (ωB97M-V/def2-TZVPD, the OMol25 dataset).

Computed properties:
Frontier orbital gap (eV): 7.6
E_HOMO (eV): -8.0
Electronic energy (eV): -14221.88095
Lowest unoccupied orbital energy (eV): -0.31

The geometry in ORCA input format:
```
! wB97M-V def2-TZVPD RIJCOSX def2/J DEFGRID3
* xyz 0 1
C -1.465 -0.695 -1.020
C -2.418 0.197 -1.159
C 3.454 -1.709 -0.500
C 2.798 -1.525 0.482
C -0.891 0.637 -1.310
C -0.628 1.347 1.551
Si 0.065 1.867 -0.192
H -1.388 -1.731 -0.699
H -3.244 0.685 -0.762
H 4.339 -1.866 -1.065
H 2.099 -1.402 1.274
H -0.629 0.780 -2.405
H -1.008 0.317 1.530
H 0.298 1.197 2.102
H -1.382 1.901 2.173
*
```